{"formula": "C4H7NO", "method": "the ωB97M-V functional and the def2-TZVPD basis", "de_lowest_kj_mol": 546.1, "homo_energy_ev": -8.2, "smiles": "O[C@H]1C[C@H]2N[C@@H]12", "orbital_gap_ev": 9.262, "symbols": ["O", "C", "C", "C", "N", "C", "H", "H", "H", "H", "H", "H", "H"], "coordinates": [[-1.987, -0.508, -0.630], [-0.946, 0.371, -0.302], [-0.357, 0.341, 1.132], [1.198, 0.621, 0.242], [1.026, -0.827, 0.137], [0.416, 0.056, -0.871], [-1.619, -1.403, -0.616], [-1.305, 1.383, -0.510], [-0.642, -0.650, 1.596], [-0.482, 1.108, 1.859], [2.212, 1.034, -0.052], [1.788, -1.419, -0.080], [0.697, -0.107, -1.905]], "mulliken_charge": [-0.574, 0.192, -0.525, -0.341, -0.467, -0.447, 0.347, 0.372, 0.193, 0.338, 0.313, 0.169, 0.430]}


{"formula": "C8H28N8O8", "method": "the ωB97M-V functional and the def2-TZVPD basis", "de_lowest_kj_mol": 0.0, "homo_energy_ev": -9.6, "smiles": "NC(N)=O.NC(N)=O.NC(N)=O.NC(N)=O.OCCO.OCCO", "orbital_gap_ev": 10.159, "symbols": ["N", "C", "N", "O", "H", "H", "H", "H", "N", "C", "N", "O", "H", "H", "H", "H", "N", "C", "N", "O", "H", "H", "H", "H", "N", "C", "N", "O", "H", "H", "H", "H", "O", "C", "C", "O", "H", "H", "H", "H", "H", "H", "O", "C", "C", "O", "H", "H", "H", "H", "H", "H"], "coordinates": [[-2.745, 3.189, -1.384], [-2.751, 3.013, -0.040], [-2.945, 4.243, 0.625], [-2.496, 1.943, 0.519], [-2.721, 2.328, -1.925], [-2.956, 4.127, -1.771], [-2.758, 5.049, 0.087], [-3.412, 4.264, 1.516], [3.599, -1.632, -1.059], [3.654, -1.969, 0.296], [3.596, -0.833, 1.067], [3.794, -3.153, 0.647], [3.687, -2.274, -1.838], [3.674, -0.625, -1.253], [3.752, -0.937, 2.088], [3.110, 0.002, 0.731], [1.312, -4.394, -0.146], [0.319, -3.522, -0.123], [-0.967, -4.035, -0.214], [0.549, -2.328, 0.023], [2.215, -4.045, 0.166], [1.238, -5.400, -0.340], [-1.071, -4.987, -0.511], [-1.680, -3.332, -0.314], [-2.056, -1.719, -2.738], [-2.189, -0.411, -2.276], [-1.385, -0.144, -1.183], [-3.031, 0.401, -2.624], [-1.181, -2.162, -2.469], [-2.376, -1.892, -3.666], [-1.870, 0.507, -0.557], [-0.943, -0.926, -0.630], [2.862, 1.344, -2.086], [1.489, 1.810, -1.939], [1.142, 2.355, -0.565], [1.513, 1.510, 0.528], [3.304, 1.852, -1.408], [1.447, 2.632, -2.628], [0.777, 1.017, -2.231], [0.057, 2.575, -0.457], [1.591, 3.315, -0.246], [0.817, 1.016, 1.022], [-1.463, 1.907, 3.091], [-1.427, 0.528, 3.431], [-0.256, -0.281, 3.014], [-0.236, -0.316, 1.614], [-1.679, 1.957, 2.143], [-1.311, 0.508, 4.545], [-2.300, -0.129, 3.204], [-0.420, -1.234, 3.477], [0.669, 0.229, 3.467], [0.462, -0.942, 1.321]], "mulliken_charge": [-0.271, 0.558, -0.438, -0.786, 0.208, 0.196, 0.133, 0.233, -0.226, 0.598, -0.349, -0.796, 0.208, 0.160, 0.225, 0.159, -0.316, 0.427, -0.431, -0.517, 0.224, 0.182, 0.172, 0.305, -0.470, 0.642, 0.174, -0.720, 0.168, 0.262, 0.063, -0.043, -0.549, -0.226, 0.104, -0.545, 0.309, 0.362, 0.093, -0.303, 0.373, 0.260, -0.532, -0.708, -0.315, -0.046, 0.364, 0.369, 0.305, 0.366, 0.226, 0.157]}


{"formula": "C4H7N3O", "method": "the ωB97M-V functional and the def2-TZVPD basis", "de_lowest_kj_mol": 261.4, "homo_energy_ev": -7.2, "smiles": "[H]/N=c1/[nH]cc(NC)o1", "orbital_gap_ev": 7.976, "symbols": ["H", "N", "C", "N", "C", "C", "N", "C", "O", "H", "H", "H", "H", "H", "H"], "coordinates": [[2.444, -1.673, 0.209], [2.789, -0.639, 0.209], [1.576, -0.080, -0.011], [1.151, 1.222, 0.073], [-0.169, 1.244, -0.034], [-0.526, -0.070, -0.095], [-1.721, -0.776, -0.070], [-2.849, 0.032, 0.118], [0.518, -0.847, -0.294], [1.784, 2.018, -0.222], [-0.910, 2.100, -0.131], [-1.641, -1.624, 0.389], [-2.739, 0.517, 1.124], [-3.117, 0.776, -0.680], [-3.695, -0.737, 0.312]], "mulliken_charge": [0.253, -0.771, 0.300, -0.087, -0.146, 0.271, -0.209, -0.910, -0.448, 0.293, 0.308, 0.242, 0.385, 0.243, 0.279]}


{"formula": "C5H9N3", "method": "the ωB97M-V functional and the def2-TZVPD basis", "de_lowest_kj_mol": 370.4, "homo_energy_ev": -8.5, "smiles": "[H]/N=C1\\CNC[C@@H]2CN12", "orbital_gap_ev": 9.453, "symbols": ["H", "N", "C", "C", "N", "C", "C", "C", "N", "H", "H", "H", "H", "H", "H", "H", "H"], "coordinates": [[2.807, -0.762, 0.518], [2.133, -1.267, 0.038], [1.055, -0.546, -0.123], [1.220, 0.967, -0.241], [-0.012, 1.606, -0.373], [-1.072, 0.938, 0.406], [-1.276, -0.394, -0.389], [-1.198, -1.764, 0.068], [-0.144, -0.971, -0.652], [1.691, 1.113, 0.730], [1.813, 1.284, -1.150], [0.000, 2.502, 0.008], [-0.855, 0.607, 1.419], [-2.024, 1.577, 0.413], [-1.877, -0.047, -1.251], [-0.842, -2.167, 1.140], [-1.421, -2.678, -0.560]], "mulliken_charge": [0.227, -0.785, 0.391, -0.398, -0.388, -0.769, 0.134, -0.432, -0.117, 0.338, 0.235, 0.230, 0.304, 0.353, 0.215, 0.207, 0.255]}


{"formula": "C48H120BCdF4N8O4S", "method": "the ωB97M-V functional and the def2-TZVPD basis", "de_lowest_kj_mol": 973.0, "homo_energy_ev": -6.0, "total_charge": -1, "orbital_gap_ev": 3.876, "symbols": ["Cd", "S", "O", "O", "O", "O", "B", "F", "F", "F", "F", "C", "C", "N", "C", "C", "C", "C", "H", "H", "H", "H", "H", "H", "H", "H", "H", "H", "H", "H", "H", "H", "H", "C", "C", "N", "C", "C", "C", "C", "H", "H", "H", "H", "H", "H", "H", "H", "H", "H", "H", "H", "H", "H", "H", "C", "C", "N", "C", "C", "C", "C", "H", "H", "H", "H", "H", "H", "H", "H", "H", "H", "H", "H", "H", "H", "H", "C", "C", "N", "C", "C", "C", "C", "H", "H", "H", "H", "H", "H", "H", "H", "H", "H", "H", "H", "H", "H", "H", "C", "C", "N", "C", "C", "C", "C", "H", "H", "H", "H", "H", "H", "H", "H", "H", "H", "H", "H", "H", "H", "H", "C", "C", "N", "C", "C", "C", "C", "H", "H", "H", "H", "H", "H", "H", "H", "H", "H", "H", "H", "H", "H", "H", "C", "C", "N", "C", "C", "C", "C", "H", "H", "H", "H", "H", "H", "H", "H", "H", "H", "H", "H", "H", "H", "H", "C", "C", "N", "C", "C", "C", "C", "H", "H", "H", "H", "H", "H", "H", "H", "H", "H", "H", "H", "H", "H", "H"], "coordinates": [[-3.414, 1.733, -2.503], [-7.020, 1.684, -0.684], [-5.831, 2.518, -0.442], [-7.464, 1.064, 0.532], [-8.054, 2.409, -1.401], [-6.345, 0.799, -1.613], [0.018, -0.256, -1.704], [-0.568, 0.853, -1.072], [0.068, -1.291, -0.828], [-0.832, -0.498, -2.747], [1.271, 0.127, -2.103], [5.375, 0.958, -7.037], [4.151, 1.920, -7.037], [4.181, 2.948, -8.080], [5.371, 3.734, -8.152], [5.770, 4.451, -6.808], [3.896, 2.432, -9.398], [2.505, 1.835, -9.574], [5.364, 0.409, -7.979], [5.323, 0.244, -6.215], [6.316, 1.503, -6.952], [3.208, 1.376, -6.973], [4.255, 2.393, -6.061], [6.209, 3.101, -8.445], [5.217, 4.577, -8.825], [6.026, 3.708, -6.053], [6.675, 5.021, -7.016], [4.924, 5.062, -6.490], [4.614, 1.654, -9.660], [3.944, 3.214, -10.156], [2.377, 0.905, -9.021], [2.195, 1.608, -10.594], [1.764, 2.513, -9.149], [4.961, -9.561, 2.821], [4.823, -8.551, 1.721], [4.803, -7.175, 2.188], [5.313, -6.244, 1.134], [6.835, -6.171, 1.267], [3.513, -6.801, 2.766], [3.576, -5.416, 3.483], [5.805, -9.325, 3.470], [5.072, -10.558, 2.395], [4.055, -9.593, 3.426], [5.706, -8.688, 1.097], [3.980, -8.814, 1.082], [5.005, -6.534, 0.130], [4.929, -5.234, 1.282], [7.173, -5.997, 2.288], [7.284, -7.128, 1.000], [7.186, -5.415, 0.565], [3.186, -7.492, 3.542], [2.779, -6.830, 1.961], [4.456, -5.284, 4.112], [2.707, -5.225, 4.113], [3.584, -4.577, 2.788], [-2.102, 7.820, 1.547], [-2.635, 8.735, 2.631], [-3.687, 9.619, 2.198], [-3.692, 10.952, 2.926], [-3.976, 10.919, 4.405], [-4.972, 8.918, 2.284], [-5.986, 9.550, 1.399], [-1.331, 7.182, 1.977], [-1.744, 8.372, 0.678], [-2.900, 7.116, 1.309], [-2.931, 8.123, 3.483], [-1.734, 9.275, 2.922], [-2.716, 11.407, 2.761], [-4.417, 11.655, 2.516], [-3.114, 10.471, 4.899], [-4.003, 11.960, 4.728], [-4.920, 10.414, 4.609], [-5.241, 8.811, 3.335], [-4.869, 7.924, 1.849], [-6.932, 9.020, 1.508], [-5.669, 9.457, 0.360], [-6.101, 10.612, 1.611], [-4.224, 6.558, -5.867], [-4.143, 5.435, -4.850], [-3.424, 4.174, -5.232], [-2.018, 4.376, -5.652], [-1.088, 5.026, -4.638], [-4.207, 3.537, -6.293], [-3.753, 2.154, -6.670], [-3.264, 6.926, -6.229], [-4.736, 7.370, -5.351], [-4.856, 6.362, -6.733], [-3.640, 5.794, -3.952], [-5.158, 5.209, -4.522], [-1.573, 3.408, -5.883], [-1.930, 5.005, -6.537], [-0.088, 5.102, -5.064], [-1.349, 6.051, -4.372], [-0.979, 4.400, -3.753], [-4.278, 4.169, -7.179], [-5.248, 3.452, -5.982], [-3.926, 1.490, -5.823], [-2.737, 2.057, -7.054], [-4.401, 1.799, -7.472], [-7.014, 3.544, 6.678], [-5.578, 3.209, 6.272], [-4.930, 2.098, 6.971], [-3.513, 1.927, 6.624], [-3.282, 1.630, 5.131], [-5.176, 2.021, 8.412], [-4.651, 3.158, 9.293], [-7.043, 3.928, 7.697], [-7.609, 2.631, 6.697], [-7.395, 4.307, 5.999], [-5.556, 3.054, 5.193], [-5.056, 4.136, 6.510], [-2.999, 2.867, 6.827], [-3.059, 1.148, 7.236], [-3.721, 0.741, 4.677], [-3.491, 2.471, 4.471], [-2.195, 1.606, 5.050], [-4.699, 1.142, 8.846], [-6.235, 1.919, 8.647], [-5.045, 4.103, 8.918], [-3.568, 3.255, 9.215], [-4.934, 2.930, 10.321], [11.001, -0.798, 3.028], [11.223, -0.520, 1.546], [10.906, 0.889, 1.093], [9.493, 1.222, 1.045], [8.770, 0.655, -0.157], [11.615, 1.324, -0.138], [13.075, 1.711, 0.052], [11.392, -1.767, 3.338], [9.916, -0.806, 3.126], [11.424, -0.006, 3.647], [12.292, -0.714, 1.451], [10.597, -1.260, 1.046], [9.061, 0.973, 2.014], [9.404, 2.307, 1.001], [8.818, -0.433, -0.107], [7.740, 1.010, -0.186], [9.136, 0.919, -1.150], [11.078, 2.217, -0.457], [11.576, 0.554, -0.908], [13.708, 0.912, 0.437], [13.131, 2.495, 0.808], [13.524, 2.043, -0.884], [-6.456, -6.540, 6.986], [-5.323, -6.597, 5.977], [-4.566, -5.377, 5.859], [-3.896, -5.011, 7.147], [-2.996, -6.060, 7.817], [-3.625, -5.547, 4.787], [-4.320, -5.502, 3.436], [-7.228, -7.284, 6.789], [-6.897, -5.543, 6.960], [-6.182, -6.552, 8.041], [-4.658, -7.454, 6.083], [-5.865, -6.792, 5.052], [-3.305, -4.102, 7.040], [-4.663, -4.711, 7.861], [-3.559, -6.949, 8.102], [-2.142, -6.208, 7.157], [-2.597, -5.591, 8.716], [-2.931, -6.386, 4.833], [-3.039, -4.628, 4.804], [-5.136, -4.780, 3.448], [-4.740, -6.482, 3.209], [-3.693, -5.182, 2.604], [-1.013, -5.465, -5.929], [-1.224, -6.011, -4.476], [-2.076, -7.194, -4.477], [-3.456, -6.773, -4.414], [-4.476, -7.828, -4.738], [-1.799, -8.106, -3.342], [-0.481, -8.859, -3.511], [-0.677, -6.236, -6.624], [-0.321, -4.626, -5.999], [-1.874, -5.043, -6.447], [-0.295, -6.240, -3.954], [-1.629, -5.168, -3.917], [-3.774, -6.220, -3.531], [-3.648, -6.009, -5.169], [-4.339, -8.405, -5.652], [-4.525, -8.569, -3.940], [-5.484, -7.413, -4.776], [-2.506, -8.932, -3.268], [-1.826, -7.480, -2.450], [-0.361, -9.696, -2.823], [0.397, -8.257, -3.278], [-0.451, -9.208, -4.543]], "mulliken_charge": [0.880, 1.263, -0.475, -0.599, -0.594, -0.505, 0.630, -0.449, -0.368, -0.432, -0.373, -1.028, -0.726, 0.067, -0.535, -1.283, -0.341, -1.366, 0.282, 0.411, 0.236, 0.400, 0.315, 0.404, 0.429, 0.289, 0.409, 0.320, 0.262, 0.427, 0.296, 0.405, 0.328, -1.298, -0.543, 0.221, -0.497, -1.160, -0.435, -1.267, 0.309, 0.408, 0.304, 0.370, 0.329, 0.286, 0.327, 0.289, 0.275, 0.401, 0.296, 0.356, 0.307, 0.391, 0.330, -1.316, -0.455, 0.065, -0.686, -0.990, -0.400, -1.313, 0.386, 0.318, 0.287, 0.283, 0.448, 0.413, 0.332, 0.245, 0.394, 0.287, 0.350, 0.373, 0.393, 0.291, 0.295, -1.073, -0.784, 0.228, -0.376, -1.366, -0.574, -1.204, 0.264, 0.415, 0.303, 0.418, 0.465, 0.352, 0.267, 0.424, 0.315, 0.291, 0.300, 0.402, 0.200, 0.343, 0.405, -1.397, -0.374, 0.066, -0.382, -1.402, -0.793, -1.049, 0.280, 0.355, 0.390, 0.440, 0.325, 0.284, 0.404, 0.331, 0.363, 0.423, 0.413, 0.372, 0.261, 0.293, 0.400, -1.381, -0.245, 0.162, -0.714, -0.977, -0.456, -1.340, 0.395, 0.306, 0.336, 0.335, 0.208, 0.395, 0.337, 0.250, 0.405, 0.277, 0.412, 0.264, 0.316, 0.334, 0.381, -1.519, -0.344, -0.014, -0.776, -1.000, -0.388, -1.376, 0.402, 0.376, 0.296, 0.423, 0.374, 0.438, 0.372, 0.261, 0.268, 0.414, 0.301, 0.414, 0.349, 0.303, 0.426, -1.313, -0.415, 0.087, -0.492, -1.334, -0.395, -1.328, 0.312, 0.410, 0.306, 0.374, 0.313, 0.366, 0.351, 0.310, 0.314, 0.419, 0.315, 0.351, 0.408, 0.321, 0.323]}


{"formula": "C2H6IO2", "method": "the ωB97M-V functional and the def2-TZVPD basis", "de_lowest_kj_mol": 47.3, "homo_energy_ev": -3.6, "total_charge": -1, "orbital_gap_ev": 6.699, "symbols": ["I", "C", "C", "O", "O", "H", "H", "H", "H", "H", "H"], "coordinates": [[0.601, -3.020, 3.178], [-0.528, 0.886, -0.351], [0.403, -0.315, -0.296], [1.321, -0.246, 0.817], [-0.920, 1.094, -1.710], [-0.040, 1.786, 0.046], [-1.401, 0.688, 0.290], [1.038, -0.226, -1.190], [-0.103, -1.279, -0.316], [1.234, -1.137, 1.207], [-1.606, 1.770, -1.674]], "mulliken_charge": [-0.885, -0.319, -0.274, -0.476, -0.512, 0.266, 0.233, 0.196, 0.331, 0.153, 0.288]}


{"formula": "C3H9N3O2", "method": "the ωB97M-V functional and the def2-TZVPD basis", "de_lowest_kj_mol": 664.8, "homo_energy_ev": [-5.9, -6.7], "orbital_gap_ev": [5.039, 6.460], "symbols": ["C", "C", "N", "C", "N", "N", "O", "O", "H", "H", "H", "H", "H", "H", "H", "H", "H"], "coordinates": [[1.037, 0.829, -0.707], [1.514, -2.063, -0.632], [-1.506, 1.876, 0.812], [0.459, -1.192, -0.019], [-2.159, 1.267, -0.149], [-1.069, 1.077, 1.737], [-0.026, -0.161, -0.791], [-0.086, -1.450, 1.042], [-1.724, 0.379, -0.481], [-2.380, 1.922, -0.888], [-0.918, 0.062, 1.569], [-0.489, 1.539, 2.422], [0.842, 1.546, 0.085], [1.222, 1.252, -1.690], [2.291, -2.273, 0.101], [1.950, -1.596, -1.510], [1.042, -3.015, -0.900]], "mulliken_charge": [-0.726, -0.946, -0.237, 0.799, -0.212, -0.046, -0.407, -0.703, 0.366, 0.294, 0.323, 0.270, 0.152, 0.190, 0.297, 0.270, 0.316]}


{"formula": "C3H4CaO4", "method": "the ωB97M-V functional and the def2-TZVPD basis", "de_lowest_kj_mol": 390.8, "homo_energy_ev": [-9.3, -5.2], "orbital_gap_ev": [9.193, 4.389], "symbols": ["C", "C", "O", "C", "O", "O", "O", "Ca", "H", "H", "H", "H"], "coordinates": [[-1.389, -0.980, 0.623], [-0.371, 0.045, 0.422], [-0.079, 0.208, -0.990], [1.123, 0.607, -1.337], [1.715, 1.493, -0.638], [1.886, -0.163, -2.007], [-2.545, -0.399, 1.247], [3.607, 0.380, -0.817], [-1.712, -1.407, -0.345], [0.927, -0.213, 0.886], [-2.534, -0.630, 2.175], [-0.626, 1.059, 0.780]], "mulliken_charge": [-0.370, 0.082, -0.320, 1.169, -0.748, -0.801, -0.459, 0.453, 0.281, 0.135, 0.320, 0.259]}